C50H53Cl5CrN6O2S2 as an isolated structure, computed with ωB97M-V/def2-TZVPD.

**Energy**: -6557.7573 Ha
**⟨S²⟩**: 3.802
**Kohn-Sham gap (alpha / beta)**: 8.074 / 7.936 eV
**2S+1**: 4
**HOMO energy (alpha / beta)**: -10.72 / -10.72 eV
**Net charge**: +1

Each line ends with the Löwdin spin population.
Element x y z (Å)
Cr (-0.78649, 0.45649, 0.46206)  2.998
C (1.40920, -5.24985, 4.48229)  0.000
C (0.69391, -4.89816, 3.14268)  0.000
C (0.68279, -6.12939, 2.24198)  0.000
C (-0.78304, -4.46792, 3.46616)  0.000
C (1.41911, -3.78706, 2.44592)  0.001
C (2.80566, -3.94433, 2.27427)  0.000
C (3.56950, -3.01608, 1.61313)  0.000
C (2.89384, -1.90648, 1.08508)  0.000
S (3.56998, -0.46914, 0.37158)  0.007
C (1.99921, 0.20182, 0.20687)  0.012
N (1.06397, -0.55184, 0.67112)  0.007
C (1.52855, -1.72193, 1.21123)  0.002
C (0.78472, -2.68301, 1.90463)  0.001
C (1.73222, 1.51266, -0.39266)  0.009
C (2.68549, 2.35600, -0.87365)  -0.004
C (2.38404, 3.63171, -1.36875)  0.020
C (1.04707, 4.04294, -1.35805)  -0.005
C (0.07443, 3.14555, -0.85227)  0.013
C (0.36962, 1.87197, -0.36082)  -0.055
H (0.75930, -5.89830, 5.08291)  0.000
H (1.66768, -4.36655, 5.07632)  0.000
H (2.34701, -5.73943, 4.29226)  0.000
H (0.07001, -6.89303, 2.71872)  0.000
H (1.69242, -6.55403, 2.06788)  0.000
H (0.27587, -5.89153, 1.25089)  0.000
H (-1.24508, -5.23579, 4.07345)  0.000
H (-1.35041, -4.38858, 2.53578)  0.000
H (-0.83192, -3.49949, 3.95574)  0.000
H (3.27054, -4.78960, 2.66945)  0.000
H (4.65175, -3.09711, 1.44360)  0.000
H (-0.28681, -2.48450, 1.97140)  0.001
H (3.75275, 2.03718, -0.96320)  -0.001
H (3.12777, 4.23050, -1.86289)  0.001
H (0.80712, 5.01698, -1.75291)  -0.001
H (-0.98408, 3.47182, -0.80850)  0.000
Cl (-2.90638, -0.56542, 1.32777)  0.020
C (-2.71625, 1.10450, 0.39459)  -0.052
H (-3.10912, 1.83380, 1.06349)  0.000
H (-3.29666, 0.90671, -0.50552)  0.000
C (-5.14874, -1.58757, -3.00786)  0.000
C (-4.58736, -0.90008, -4.21708)  0.000
C (-5.80734, -0.67472, -5.12340)  0.000
C (-4.00534, 0.44475, -3.78865)  0.000
C (-3.56696, -1.93227, -4.93407)  0.000
O (-4.37109, -3.11127, -5.17959)  0.000
C (-3.03984, -1.49917, -6.28237)  0.000
C (-1.89391, -0.52685, -6.59628)  0.000
C (-2.23797, 0.90281, -6.35617)  0.000
C (-1.44787, 1.75047, -5.58442)  0.000
C (-1.83649, 3.03438, -5.21372)  0.000
C (-2.95540, 3.54548, -5.84515)  0.000
Cl (-3.49304, 5.10319, -5.28351)  0.000
C (-3.74595, 2.75159, -6.66822)  0.000
C (-3.33692, 1.49509, -6.96457)  0.000
C (-2.51028, -2.56965, -3.96599)  0.000
N (-1.69324, -1.69598, -3.12554)  0.003
C (-1.91249, -1.40129, -1.82921)  0.007
N (-1.03924, -0.47088, -1.43573)  -0.005
C (-0.31860, -0.21825, -2.58092)  0.005
N (-0.66673, -0.97117, -3.61127)  0.000
H (-5.91437, -0.98394, -2.56938)  0.000
H (-4.41534, -1.68443, -2.18962)  0.000
H (-5.58964, -2.55584, -3.20732)  0.000
H (-6.58226, -0.13727, -4.53559)  0.000
H (-6.21673, -1.63493, -5.40144)  0.000
H (-5.59571, -0.07141, -6.04708)  0.000
H (-4.61927, 0.82164, -2.98122)  0.000
H (-4.03060, 1.15905, -4.60171)  0.000
H (-2.96863, 0.44759, -3.45030)  0.000
H (-4.70690, -3.05747, -6.08802)  0.000
H (-3.89835, -1.21743, -6.88302)  0.000
H (-2.65993, -2.40547, -6.78329)  0.000
H (-1.70235, -0.72766, -7.64651)  0.000
H (-1.04159, -0.85382, -6.00590)  0.000
H (-0.56635, 1.37128, -5.12376)  0.000
H (-1.21688, 3.65718, -4.61277)  0.000
H (-4.60652, 3.13688, -7.15233)  0.000
H (-3.89995, 0.90173, -7.68454)  0.000
H (-1.81208, -3.13817, -4.63456)  0.000
H (-3.03021, -3.28628, -3.31731)  0.000
H (-2.60817, -1.93724, -1.21913)  0.000
H (0.53665, 0.38967, -2.66126)  0.000
Cl (4.42239, -2.38969, 5.15836)  0.000
C (3.67869, -0.81050, 5.18954)  0.000
C (3.60273, -0.06634, 4.05011)  0.000
C (3.15630, 1.21363, 4.12681)  0.000
C (2.86150, 1.81838, 5.37630)  0.000
C (2.40099, 3.29074, 5.45798)  0.000
C (0.97026, 3.52801, 4.84070)  0.000
N (0.40848, 2.47630, 4.01999)  0.005
C (-0.03679, 1.32903, 4.55607)  0.000
C (-0.55299, 0.60243, 3.53912)  0.004
N (-0.45164, 1.27424, 2.35355)  -0.007
C (0.18770, 2.40531, 2.70998)  0.010
O (3.30521, 4.23390, 4.90624)  0.000
C (3.71917, 4.22831, 3.56746)  0.000
C (4.84148, 3.36965, 3.10957)  0.000
C (5.90508, 2.84332, 3.74333)  0.000
Cl (6.25274, 2.94996, 5.39978)  0.000
S (6.98618, 2.01133, 2.72508)  0.000
C (6.00358, 2.32111, 1.38821)  0.000
C (4.90642, 3.05723, 1.71369)  0.000
C (2.87177, 1.00211, 6.52012)  0.000
Cl (2.31822, 1.51830, 8.12704)  0.000
C (3.28005, -0.31666, 6.42757)  0.000
H (3.90551, -0.50728, 3.09000)  0.000
H (3.07642, 1.82919, 3.21104)  0.000
H (2.42415, 3.58411, 6.49717)  0.000
H (1.10702, 4.44281, 4.26933)  0.000
H (0.28875, 3.73830, 5.62437)  0.000
H (0.01528, 1.14458, 5.60718)  0.000
H (-0.96602, -0.37690, 3.59243)  0.000
H (0.47569, 3.20244, 2.08830)  0.000
H (3.99736, 5.25231, 3.30081)  0.000
H (2.87686, 4.01124, 2.95054)  0.000
H (6.23285, 2.02530, 0.39092)  0.000
H (4.11661, 3.45876, 1.01405)  0.000
H (3.33267, -0.94934, 7.34301)  0.000

The molecule C3H7ClN2S, computed with ωB97M-V/def2-TZVPD.

**ΔE to the lowest compared entry with this formula, charge and spin**: 320.2 kJ/mol
**Energy**: -1086.2666 Ha
**Kohn-Sham gap**: 9.353 eV
**2S+1**: 1
**HOMO energy**: -8.77 eV
**SMILES**: C/N=C(/CCl)NS
**Net charge**: 0

Each line ends with the natural charge from an NBO analysis.
Element x y z (Å)
C (-2.08603, 0.16202, -0.27089)  -0.444
N (-1.20151, -0.86550, 0.01105)  -0.438
C (-0.05411, -0.39650, 0.20585)  0.436
C (1.12777, -1.20037, 0.61092)  -0.481
Cl (2.54675, -0.98532, -0.43283)  0.015
N (0.32965, 1.06429, -0.35306)  -0.855
S (1.69887, 1.88983, 0.18352)  0.128
H (-2.32002, 0.93191, 0.49986)  0.213
H (-1.79615, 0.81376, -1.12123)  0.173
H (-3.11055, -0.40651, -0.38456)  0.207
H (1.46820, -1.02957, 1.80119)  0.263
H (0.77638, -2.33533, 0.59438)  0.273
H (-0.27343, 1.39969, -1.01647)  0.381
H (2.89419, 0.95759, -0.32774)  0.127

The molecule C6H9NS, computed with ωB97M-V/def2-TZVPD.

**ΔE to the lowest compared entry with this formula, charge and spin**: 96.7 kJ/mol
**Energy**: -686.9260 Ha
**Kohn-Sham gap**: 9.088 eV
**2S+1**: 1
**HOMO energy**: -8.19 eV
**SMILES**: C/C=C/[C@@H]1CC(=S)N1
**Net charge**: 0

Each line ends with the natural charge from an NBO analysis.
Element x y z (Å)
C (0.90487, -2.77883, 0.87086)  -0.642
C (0.02908, -1.55221, 0.80757)  -0.139
C (0.30556, -0.45045, 0.11045)  -0.225
C (-0.60276, 0.73127, 0.04106)  -0.061
C (-0.90427, 1.32913, -1.36484)  -0.463
C (-0.21006, 2.59294, -0.87575)  0.126
S (0.10623, 4.07679, -1.49539)  -0.152
N (0.04730, 2.03093, 0.31035)  -0.565
H (1.21232, -2.99932, 1.88888)  0.220
H (1.79485, -2.65405, 0.28502)  0.213
H (0.36461, -3.63335, 0.49957)  0.220
H (-0.88812, -1.59943, 1.39544)  0.192
H (1.21083, -0.38082, -0.46600)  0.201
H (-1.49182, 0.57043, 0.64886)  0.197
H (-0.40524, 0.85149, -2.18764)  0.233
H (-1.96467, 1.45564, -1.59726)  0.236
H (0.49131, 2.40982, 1.12885)  0.410

C16H21AuClN6O6S as an isolated structure, computed with ωB97M-V/def2-TZVPD.

**ΔE to the lowest compared entry with this formula, charge and spin**: 0.0 kJ/mol
**Energy**: -2395.7466 Ha
**⟨S²⟩**: 2.030
**Kohn-Sham gap (alpha / beta)**: 8.319 / 4.943 eV
**2S+1**: 3
**HOMO energy (alpha / beta)**: -11.30 / -11.24 eV
**Net charge**: +1

Each line ends with the Löwdin spin population.
Element x y z (Å)
Au (-0.01284, 1.00168, -0.69516)  0.511
N (2.80778, -5.60223, 2.30004)  0.213
C (2.49404, -4.66300, 1.42831)  0.118
C (2.20214, -3.33743, 1.90128)  0.127
C (1.88242, -2.35768, 1.02121)  0.010
C (1.82340, -2.67779, -0.35109)  0.285
C (2.11259, -3.99288, -0.84386)  0.022
C (2.43938, -4.96699, 0.02930)  0.069
S (1.48236, -1.38963, -1.52018)  0.017
O (1.73505, -1.92381, -2.81732)  0.022
O (2.17395, -0.17761, -1.11447)  0.079
N (-0.07788, -0.95922, -1.32663)  0.104
C (-1.06480, -1.90767, -1.07492)  0.009
N (-0.66699, -3.15646, -0.83355)  0.094
C (-1.60818, -4.06411, -0.58259)  0.007
C (-2.94374, -3.72529, -0.54026)  0.018
C (-3.24320, -2.38977, -0.80052)  -0.004
N (-2.31806, -1.47925, -1.08703)  0.020
H (2.90387, -5.38863, 3.28141)  0.004
H (3.06050, -6.52937, 1.99280)  0.004
H (2.25294, -3.12631, 2.96535)  0.004
H (1.64691, -1.35276, 1.35886)  -0.003
H (2.07108, -4.17288, -1.91105)  -0.002
H (2.66871, -5.96917, -0.31547)  0.001
H (-1.26621, -5.08120, -0.39623)  0.002
H (-3.70799, -4.45382, -0.31307)  0.001
H (-4.27036, -2.03786, -0.78736)  0.000
O (-1.38582, 0.19878, 3.40343)  0.010
Cl (-0.95362, -0.14230, 2.08683)  0.006
O (-1.23332, -1.51709, 1.76915)  -0.001
O (0.48965, 0.10590, 1.93352)  0.003
O (-1.65229, 0.74735, 1.11124)  0.098
C (-1.53869, 3.34058, -1.20473)  0.019
C (-1.85125, 4.86937, -1.09358)  0.010
N (-0.75157, 5.55213, -0.41645)  0.011
C (0.49878, 5.35606, -1.14531)  0.007
C (0.85674, 3.83645, -1.20611)  0.014
N (-0.22694, 3.07565, -0.51404)  0.063
C (-0.30198, 3.51950, 0.92440)  0.007
C (-0.62504, 5.04323, 0.95097)  0.005
H (-1.43569, 3.03374, -2.24547)  0.003
H (-2.30742, 2.72829, -0.72892)  0.003
H (-2.76606, 5.02558, -0.52411)  0.001
H (-1.98911, 5.29869, -2.08528)  0.001
H (1.28954, 5.91006, -0.64355)  0.001
H (0.38842, 5.75760, -2.15106)  0.000
H (1.79890, 3.61844, -0.70586)  0.001
H (0.92228, 3.47980, -2.23325)  0.003
H (0.65992, 3.30010, 1.38643)  0.001
H (-1.06098, 2.92897, 1.42263)  0.000
H (0.16050, 5.59552, 1.46455)  0.000
H (-1.56185, 5.21876, 1.47675)  0.000

C22H27Cl3CoO5PS3 as an isolated structure, computed with ωB97M-V/def2-TZVPD.

**Energy**: -5530.0830 Ha
**⟨S²⟩**: 2.062
**Kohn-Sham gap (alpha / beta)**: 3.162 / 5.296 eV
**2S+1**: 3
**HOMO energy (alpha / beta)**: 0.80 / -1.33 eV
**Net charge**: -2

Each line ends with the Löwdin spin population.
Element x y z (Å)
Co (-0.58980, -0.05860, 0.27780)  1.023
Cl (5.10660, 0.62430, 4.76380)  -0.008
C (3.59640, 0.32870, 3.92130)  0.007
C (2.50780, -0.06980, 4.67780)  0.160
C (1.29970, -0.24670, 4.00180)  0.068
Cl (-0.08140, -0.72060, 4.94250)  0.004
C (1.12720, -0.09650, 2.61660)  0.057
O (-0.01970, -0.29890, 2.08540)  0.048
C (2.30890, 0.30690, 1.87080)  0.036
C (2.22110, 0.54750, 0.49900)  0.233
O (1.23190, 0.30680, -0.28460)  0.187
C (3.53240, 0.52140, 2.56470)  0.138
H (2.57450, -0.21990, 5.74390)  0.015
H (3.11410, 0.99540, 0.02380)  0.014
H (4.40280, 0.83600, 2.00280)  0.007
C (2.31230, 3.96830, -1.97960)  0.001
C (0.83430, 3.79790, -2.29820)  0.001
O (0.48640, 2.43440, -2.29270)  0.001
P (-0.82380, 1.92810, -1.41620)  -0.003
S (-1.12670, 0.10050, -2.15140)  -0.008
S (-0.84600, 2.68140, 0.40960)  0.040
O (-1.98900, 2.87530, -2.11290)  0.001
C (-2.28660, 2.72170, -3.47990)  0.000
C (-3.60990, 2.00110, -3.67020)  0.000
H (2.59190, 5.01960, -2.03260)  0.000
H (2.91490, 3.40610, -2.68960)  0.000
H (2.51230, 3.59240, -0.97990)  0.001
H (0.61150, 4.19200, -3.30180)  0.000
H (0.22800, 4.34710, -1.56560)  0.001
H (-1.48210, 2.16070, -3.97120)  0.000
H (-2.32140, 3.73430, -3.90670)  0.000
H (-3.50440, 0.97860, -3.31470)  0.000
H (-3.89810, 2.00110, -4.72040)  0.000
H (-4.37440, 2.49640, -3.07730)  0.000
Cl (-7.20090, 1.38510, -2.33290)  -0.002
C (-5.79930, 0.85640, -1.42460)  -0.007
C (-5.31560, 1.63910, -0.38750)  0.000
C (-4.23620, 1.19860, 0.34250)  -0.005
C (-3.59680, -0.03130, 0.06990)  -0.003
C (-2.50740, -0.50780, 0.87820)  -0.032
C (-4.10230, -0.76900, -1.02410)  -0.005
C (-5.17660, -0.33460, -1.76460)  0.001
H (-5.79290, 2.58180, -0.15390)  0.000
H (-3.85820, 1.81240, 1.14910)  0.000
H (-2.45660, -1.59940, 0.90670)  0.000
H (-2.54810, -0.09900, 1.88840)  -0.001
H (-3.60990, -1.69300, -1.29930)  0.000
H (-5.53360, -0.91200, -2.60740)  0.000
O (-0.17660, -2.24710, -0.04140)  0.018
S (-0.24750, -3.04610, -1.26320)  0.007
C (0.89070, -2.28280, -2.50550)  0.001
C (1.80140, -3.37630, -3.01700)  0.000
C (2.24750, -4.13680, -1.77320)  0.001
C (0.97120, -4.47600, -1.02920)  0.003
H (1.41830, -1.49820, -1.96520)  0.000
H (0.26930, -1.82240, -3.26680)  0.000
H (2.65020, -2.96090, -3.56300)  0.000
H (1.24430, -4.03920, -3.68720)  0.000
H (2.86600, -3.47920, -1.16150)  0.001
H (2.82780, -5.03120, -2.02100)  0.000
H (1.09950, -4.61110, 0.03990)  0.000
H (0.49250, -5.35820, -1.44960)  0.000